Below is a molecular structure, C16H21Cl3IrO, with properties calculated with ωB97M-V/def2-TZVPD.

Computed properties:
Gap between HOMO and LUMO (alpha / beta) = 0.145 / 0.210 Ha
Energy relative to the best compared isomer or geometry (same formula, charge and spin) = 0.1177 eV
Electronic energy = -59380.7559 eV
Charge = -2
Multiplicity = 6
Strongest force on any atom = 5.378 eV Å⁻¹
LUMO level (alpha / beta) = 4.810 / 4.203 eV

Each line ends with the Löwdin spin population.
CARTESIAN COORDINATES (ANGSTROEM)
C -0.95 0.82 -2.30  0.103
C -1.73 -0.11 -1.62  0.325
C -0.94 -1.14 -1.01  0.134
C -3.20 -0.12 -1.61  0.056
C 0.55 -0.75 -1.47  0.118
C 0.40 0.48 -2.20  0.275
C 1.57 1.17 -2.81  0.047
C -1.46 2.05 -3.00  0.009
C -1.27 -2.57 -0.94  0.024
C 1.62 -1.74 -1.61  0.014
Ir 0.44 -0.22 0.36  2.379
Cl -3.75 -1.32 1.99  0.004
Cl -0.84 1.69 0.71  0.379
Cl 1.10 -2.08 1.40  0.361
H -3.58 0.86 -1.30  0.013
H -3.51 -0.80 -0.79  0.001
H -3.68 -0.36 -2.58  0.021
H -2.20 -2.62 -0.39  0.000
H -0.53 -3.04 -0.30  0.002
H -1.34 -3.02 -1.94  0.004
H 1.60 -2.54 -0.86  0.001
H 2.56 -1.22 -1.44  0.001
H 1.56 -2.08 -2.64  -0.001
H 1.95 0.56 -3.64  0.017
H 2.37 1.27 -2.07  0.009
H 1.32 2.15 -3.22  0.000
H -2.36 2.40 -2.49  0.002
H -1.67 1.83 -4.05  0.002
H -0.76 2.89 -2.95  0.001
O 1.82 1.02 0.06  0.334
H 1.42 1.88 0.12  0.024
C 1.64 0.54 5.11  -0.009
C 0.33 0.09 4.92  0.012
C -0.22 -0.07 3.61  0.029
C 0.63 0.20 2.52  0.267
C 1.87 0.72 2.79  0.023
C 2.45 0.87 4.04  0.010
H 2.08 0.65 6.10  -0.001
H -0.24 -0.12 5.86  0.003
H -1.26 -0.38 3.44  0.003
H 2.70 0.96 2.16  0.003
H 3.51 1.21 4.04  0.002